# C33H57Br2CaClF2KN2O7P

A molecular structure, C33H57Br2CaClF2KN2O7P in a non-equilibrium geometry (the ωB97M-V functional and the def2-TZVPD basis, the Open Molecules 2025 dataset).

Last column: Mulliken charge in e.
Atoms and positions in Å:
Br1 -1.4801 -0.8457 -5.1625  -0.829
Br2 -0.3291 -6.4664 0.4078  -0.750
Ca1 -3.7300 2.6353 -2.3759  1.110
K1 5.6399 -1.2169 -7.3101  0.967
Cl1 6.1284 2.2849 -4.3971  -0.807
P1 2.0095 -1.2516 6.7932  -0.031
F1 2.0934 6.7341 0.8890  -0.269
F2 1.1469 -1.3514 -8.1160  -0.276
O1 0.6196 5.3711 -0.1608  -0.195
O2 3.1215 1.9661 3.6428  -0.674
O3 0.8544 6.0853 -2.2544  -0.333
O4 -3.5023 -3.3794 -3.9919  -0.539
O5 -2.4467 1.2869 0.9741  -0.186
O6 -0.7450 4.5948 -1.7749  -0.495
O7 -1.4503 -6.1121 -8.0343  -0.579
N1 -1.2265 -2.9454 0.8158  0.921
N2 2.2552 2.1049 5.7401  0.181
C1 -1.9543 -1.7470 2.8340  -0.432
C2 2.1234 -0.6120 -7.5759  0.311
C3 -0.0204 -2.3928 0.1147  -0.854
C4 -3.0312 -4.0037 -4.9173  0.332
C5 3.2496 -0.3439 -8.3305  -0.373
C6 -0.7241 -3.6558 2.0745  -0.852
C7 0.9729 2.1995 6.4383  -0.311
C8 -4.2585 2.4542 -0.1837  -1.098
C9 -0.2276 -1.3569 -0.9753  0.050
C10 -0.7032 -2.5599 3.1263  -0.476
C11 -1.9572 -3.9292 -0.0550  -1.217
C12 0.1609 5.2943 -1.4302  0.551
C13 -1.8388 -4.8687 -4.7351  -0.073
C14 2.8603 0.3530 7.5067  -1.065
C15 2.1717 1.7513 4.3871  0.160
C16 1.9048 5.9976 -0.2245  0.276
C17 0.9302 1.1505 3.7775  -0.190
C18 -3.7727 1.7168 1.0612  -0.542
C19 -1.4472 2.2930 0.8002  0.221
C20 3.0159 0.6247 -5.7468  -0.383
C21 3.3127 1.3640 6.4731  -0.917
C22 0.1549 3.3728 5.8567  -1.372
C23 4.1515 0.9140 -6.4890  -0.133
C24 -1.4024 3.3084 1.9246  -1.810
C25 1.9894 -0.1370 -6.2835  0.274
C26 1.7685 6.8604 -1.4564  -0.478
C27 -1.9184 -5.4855 -7.1069  0.381
C28 -1.3237 -5.5553 -5.7497  -0.569
C29 -2.1773 -1.8925 1.3320  -0.137
C30 -3.6262 -3.9339 -6.2742  -0.210
C31 4.2657 0.4321 -7.7775  -1.302
C32 -3.1104 -4.6198 -7.2886  -0.457
C33 -1.0669 -1.7298 -2.1952  -0.797
H1 3.7642 -0.0202 7.9744  0.529
H2 -2.1326 -1.6639 -1.9657  0.350
H3 -3.5280 -4.5819 -8.2866  0.398
H4 4.9471 1.5202 -6.0482  0.148
H5 1.3215 7.8287 -1.2318  0.289
H6 -3.6847 3.3945 -0.3769  0.350
H7 0.7865 4.0376 5.2870  0.375
H8 0.2970 0.6164 4.4702  0.310
H9 3.3250 -0.7373 -9.3393  0.442
H10 2.6778 5.2314 -0.2867  0.331
H11 0.6072 -1.9376 0.8830  0.508
H12 3.9659 0.8974 5.7521  0.438
H13 -2.3323 3.8767 2.0089  0.388
H14 -1.5676 2.7942 -0.1742  0.045
H15 -0.4554 -6.1915 -5.6367  0.449
H16 -1.2354 2.8079 2.8784  0.517
H17 -2.8123 -2.1369 3.3826  0.400
H18 -0.5560 2.9610 5.1477  0.197
H19 2.6503 -2.0875 7.8306  0.180
H20 0.2335 -4.1138 1.8650  0.387
H21 -5.3150 2.7202 -0.0829  0.528
H22 -0.4332 3.8754 6.6094  0.445
H23 3.1671 -1.5052 5.9283  -0.001
H24 1.3899 -0.5081 5.6851  -0.442
H25 -4.3779 0.8196 1.1871  0.404
H26 -1.8385 -0.7032 3.1279  0.185
H27 0.1882 -1.9380 3.0264  0.056
H28 -1.4399 -4.4286 2.3358  0.423
H29 -0.7062 -2.9681 4.1342  0.546
H30 1.1766 2.4795 7.4565  0.613
H31 3.9205 2.1027 6.9921  0.297
H32 -0.4993 1.7604 0.7525  0.474
H33 5.1515 0.6548 -8.3647  0.548
H34 -1.2424 -4.6944 -0.4745  -0.073
H35 -0.6167 -0.4229 -0.5518  -0.547
H36 -1.4186 -4.9079 -3.7374  0.456
H37 -0.5965 4.0184 1.7543  0.434
H38 -3.9295 2.3320 1.9515  0.402
H39 0.8553 -1.0522 7.6811  -0.032
H40 -4.4936 -3.2968 -6.3858  0.384
H41 0.5102 -3.2644 -0.2690  0.423
H42 -2.7117 -4.4236 0.5477  0.459
H43 -2.4452 -3.3723 -0.8533  0.514
H44 0.3638 1.3053 6.3795  0.194
H45 2.2865 0.7814 8.3154  0.422
H46 2.7096 7.0142 -1.9747  0.296
H47 -2.0018 -0.9570 0.8114  -0.272
H48 -0.8428 -2.7275 -2.5671  0.110
H49 -0.8885 -1.0224 -3.0313  0.175
H50 0.7794 -1.1087 -1.3224  0.569
H51 2.9369 1.0050 -4.7374  0.478
H52 -4.1479 1.8105 -1.0484  0.278
H53 -3.1854 -2.2320 1.1107  0.388
H54 1.3367 -2.4737 6.2728  0.022
H55 1.0976 -0.3529 -5.7065  0.095
H56 1.2292 0.4878 2.9833  0.427
H57 0.3289 1.9395 3.3335  -0.431

Properties
- E_LUMO: -4.72 eV
- Highest occupied orbital energy: -0.2180 hartree
- 2S+1: 1
- Largest force on an atom: 6.79 eV/Å
- DFT total energy: -9354.12754 hartree


# C38H56BKN8OS

A molecular structure, C38H56BKN8OS in a non-equilibrium geometry (the ωB97M-V functional and the def2-TZVPD basis, the Open Molecules 2025 dataset).

Last column: Mulliken charge in e.
Atoms and positions in Å:
K1 -0.7702 -0.1730 -1.7572  0.839
S1 -4.3955 0.6031 -2.9315  -0.427
O1 -2.7539 -1.1875 -1.2997  -0.256
N1 1.6355 1.2946 -3.3669  1.247
N2 -0.6316 -0.2615 3.2552  0.814
N3 -3.7442 -1.7859 -1.8999  0.248
N4 -1.3684 0.3370 2.2864  -0.204
N5 1.6466 -1.2716 2.4760  0.831
N6 1.4352 1.2401 3.0668  0.814
N7 1.6180 -1.3356 1.1207  -0.159
N8 1.0752 1.9787 1.9950  -0.096
C1 -5.6360 -1.8189 -3.3163  -0.821
C2 -1.4440 -0.7686 4.2160  0.618
C3 2.1364 0.5369 -4.5024  -1.631
C4 0.3704 3.8166 0.0957  -0.930
C5 2.6141 -2.7744 -0.6589  2.796
C6 -4.6033 -1.0611 -2.7098  0.165
C7 2.6967 4.6593 0.5015  -1.878
C8 0.5371 2.1660 -3.7365  -1.105
C9 -2.6342 0.2218 2.6425  -0.304
C10 1.3642 4.2788 1.1586  2.698
C11 -3.8995 -3.1116 -1.6922  -0.279
C12 2.7023 2.0458 -2.7483  -1.203
C13 -3.7595 0.8160 1.8266  2.930
C14 2.7033 -2.4898 4.4295  -1.225
C15 2.7815 1.4667 5.1891  -1.326
C16 -0.3913 -2.3463 -6.4034  -0.634
C17 2.1944 1.9773 3.9134  0.689
C18 2.3269 3.2373 3.3706  -1.334
C19 1.9972 -4.1630 -0.8773  -2.010
C20 1.9855 -1.7961 -1.6405  -1.386
C21 2.3860 -2.3560 0.7743  -0.276
C22 -0.9732 -1.5217 5.4180  -1.386
C23 -5.7915 -3.1657 -3.1204  0.003
C24 -4.6443 -0.3096 1.2753  -1.638
C25 2.9264 -2.9798 1.9169  -0.551
C26 1.5032 -0.8948 -6.4149  -0.779
C27 4.1223 -2.8488 -0.9311  -2.061
C28 -2.7426 -0.4834 3.8614  -1.235
C29 -3.2082 1.6412 0.6669  -1.455
C30 -0.7148 -1.8676 -5.1356  -0.794
C31 1.5944 3.1783 2.1653  -0.187
C32 -4.8993 -3.8400 -2.2810  -0.932
C33 0.7329 -1.8537 -7.0575  -0.509
C34 0.0347 -0.9065 -4.4248  0.337
C35 2.4322 -2.2554 2.9772  0.096
C36 0.7942 5.5103 1.8740  -1.895
C37 -4.6034 1.7226 2.7325  -2.010
C38 1.1626 -0.4527 -5.1338  0.431
B1 0.9119 -0.1977 3.3249  -0.940
H1 3.0178 -0.0114 -4.1475  0.392
H2 1.7941 -2.7118 4.9893  0.127
H3 3.5839 -3.8332 1.9722  0.478
H4 -5.0198 1.1661 3.5760  0.335
H5 -5.4326 2.1514 2.1625  0.474
H6 3.4264 4.9622 1.2561  0.368
H7 4.5794 -1.8649 -0.8073  0.367
H8 -1.0180 -3.0915 -6.8886  0.367
H9 2.8748 4.0653 3.7931  0.429
H10 -1.8371 -1.7752 6.0345  0.364
H11 2.3817 -0.4887 -6.9179  0.302
H12 3.5157 1.3736 -2.4670  0.312
H13 -0.5992 3.5964 0.5421  -0.157
H14 4.6191 -3.5401 -0.2463  0.392
H15 -3.9987 2.5398 3.1328  0.369
H16 2.4159 -4.8943 -0.1816  0.426
H17 -4.0246 2.1072 0.1113  0.420
H18 -0.2632 1.5685 -4.1719  0.416
H19 0.7099 2.8980 -0.3799  -0.215
H20 -5.4700 0.1069 0.6911  0.480
H21 1.4978 5.8969 2.6153  0.359
H22 2.3935 -0.7911 -1.5239  0.386
H23 -2.5211 2.4061 1.0322  0.202
H24 2.5590 5.4889 -0.1988  0.435
H25 3.1137 3.8122 -0.0456  0.369
H26 -0.2738 -0.9426 6.0221  0.210
H27 2.1821 -4.5051 -1.8990  0.448
H28 0.9969 -2.1992 -8.0526  0.315
H29 -6.5948 -3.6989 -3.6151  0.339
H30 0.9141 -1.7361 -1.4797  -0.513
H31 -4.0590 -0.9515 0.6171  0.099
H32 3.3789 -3.3417 4.5226  0.382
H33 -3.6322 -0.7519 4.4095  0.433
H34 3.4494 0.6210 5.0166  0.125
H35 2.5059 1.2372 -5.2823  0.483
H36 -2.6770 0.9927 -0.0248  0.030
H37 -6.3057 -1.2654 -3.9591  0.341
H38 -5.0580 -0.9098 2.0911  0.278
H39 0.5853 6.3062 1.1528  0.437
H40 1.2035 -0.4578 4.4600  -0.383
H41 -3.1553 -3.5263 -1.0289  0.483
H42 0.1593 2.6813 -2.8495  0.104
H43 0.2467 4.5912 -0.6667  0.512
H44 3.1180 2.8238 -3.4194  0.387
H45 0.9178 -4.1261 -0.7202  0.353
H46 -0.1339 5.2567 2.3888  0.361
H47 2.0148 1.1374 5.8918  0.207
H48 -4.9700 -4.9007 -2.0868  0.363
H49 2.1395 -2.1220 -2.6703  0.569
H50 3.3593 2.2658 5.6561  0.345
H51 0.8519 2.9360 -4.4668  0.317
H52 -1.6201 -2.2715 -4.6788  0.311
H53 2.3429 2.5375 -1.8449  0.103
H54 4.3039 -3.1868 -1.9551  0.432
H55 3.1708 -1.6285 4.9074  0.097
H56 -0.4720 -2.4522 5.1418  0.136

Properties
- E_LUMO: 4.10 eV
- Highest occupied orbital energy: -0.0532 hartree
- 2S+1: 1
- Largest force on an atom: 1.30 eV/Å
- ΔE to the lowest compared entry with this formula, charge and spin: 24.6 kcal per mole
- DFT total energy: -3017.93656 hartree
- Total charge: -2


# C28H42AsNOOsSSi

A molecular structure, C28H42AsNOOsSSi in a non-equilibrium geometry (the ωB97M-V functional and the def2-TZVPD basis, the Open Molecules 2025 dataset).

Last column: Mulliken charge in e.
Atoms and positions in Å:
Os1 -0.2736 0.3892 0.7366  0.629
As1 2.7628 -2.0464 0.9607  0.641
S1 2.1317 0.0250 0.7342  -0.423
Si1 -2.5969 -1.4906 -0.6558  0.417
O1 0.6107 1.1193 -1.3889  0.630
N1 -1.6521 0.0989 -0.4876  0.618
C1 3.7758 1.4123 -3.2246  -0.806
C2 -1.6898 2.5432 -3.8935  -0.878
C3 -0.4839 2.2289 -3.2858  -0.964
C4 -2.2594 -2.0576 -2.4026  -1.275
C5 -2.8958 2.0965 -3.3680  -0.982
C6 1.6940 -0.4076 -2.9031  0.286
C7 -1.6054 0.6483 2.3798  0.937
C8 3.7787 0.2150 -3.9287  -0.607
C9 -2.4704 2.7042 1.0518  -1.337
C10 0.5411 1.4007 2.8397  0.087
C11 1.5895 -3.1676 1.9900  -0.761
C12 -0.3925 0.3567 3.0708  0.804
C13 -1.7069 0.9670 -1.6162  0.009
C14 -4.4249 -1.1897 -0.3820  -1.351
C15 1.7125 0.7931 -2.2230  -0.746
C16 4.4792 -1.9874 1.8250  -1.127
C17 -2.9579 0.1549 2.7759  -1.163
C18 -1.3713 1.8891 1.6483  0.236
C19 -1.8655 -2.7166 0.5495  -0.802
C20 -0.5152 1.4718 -2.1287  0.327
C21 -0.2131 -0.8099 3.9792  -2.058
C22 2.7395 -0.6916 -3.7713  -0.925
C23 3.0039 -2.9149 -0.7363  -0.993
C24 -2.9102 1.3017 -2.2360  -0.225
C25 2.7302 1.7150 -2.3630  0.030
C26 1.8912 1.5285 3.4415  -1.392
C27 0.6137 3.5140 1.3247  -1.893
C28 -0.0313 2.3061 1.9087  1.108
H1 -3.8450 0.9376 -1.8313  0.416
H2 -2.8845 3.3698 1.8119  0.340
H3 -2.8435 -2.9637 -2.5858  0.459
H4 1.6903 3.3939 1.2147  0.358
H5 -3.8250 2.3679 -3.8495  0.490
H6 3.6458 -2.2977 -1.3619  0.296
H7 4.5884 -0.0029 -4.6116  0.457
H8 -4.8747 -2.0592 0.1020  0.487
H9 -4.6638 -0.3173 0.2240  0.409
H10 2.0366 -3.0311 -1.2196  0.290
H11 -1.6873 3.1511 -4.7878  0.461
H12 1.8336 2.1914 4.3099  0.385
H13 4.8809 -2.9975 1.8920  0.443
H14 -2.1245 3.3192 0.2208  0.375
H15 0.8323 -1.0036 4.2025  0.451
H16 -0.7099 -0.5959 4.9298  0.344
H17 2.7366 -1.6154 -4.3352  0.484
H18 0.6172 -3.2076 1.5071  0.025
H19 -0.8729 -3.0156 0.2057  -0.080
H20 0.8577 -1.0861 -2.7829  0.473
H21 -3.3383 0.7718 3.5921  0.352
H22 2.2786 0.5709 3.7813  0.310
H23 1.4891 -2.7687 2.9929  0.281
H24 -2.5494 -1.3256 -3.1549  0.376
H25 5.1462 -1.3632 1.2333  0.402
H26 0.1804 3.7631 0.3578  0.352
H27 -3.6666 0.2184 1.9546  0.106
H28 -4.9277 -1.0651 -1.3432  0.426
H29 -3.2717 2.0658 0.6855  0.284
H30 -1.7875 -2.3360 1.5688  0.250
H31 -2.4879 -3.6142 0.5712  0.585
H32 0.4533 2.5719 -3.7005  0.638
H33 2.0259 -4.1650 2.0327  0.535
H34 4.5823 2.1204 -3.3578  0.500
H35 2.6056 1.9576 2.7431  0.411
H36 2.6996 2.6460 -1.8123  0.509
H37 -2.9394 -0.8792 3.1192  0.392
H38 4.3663 -1.5634 2.8204  0.365
H39 -0.6794 -1.7052 3.5718  0.371
H40 -1.2086 -2.3101 -2.5571  0.280
H41 3.4606 -3.8896 -0.5673  0.503
H42 0.4415 4.3629 1.9923  0.359

Properties
- E_LUMO (alpha / beta): -6.66 / -6.66 eV
- Highest occupied orbital energy (alpha / beta): -0.5088 / -0.5089 hartree
- 2S+1: 1
- Largest force on an atom: 2.08 eV/Å
- ΔE to the lowest compared entry with this formula, charge and spin: 7.4 kcal per mole
- DFT total energy: -4235.80110 hartree
- Total charge: +2


# C5H8N

A gas-phase ion, C5H8N (charge +1) in a non-equilibrium geometry (the ωB97M-V functional and the def2-TZVPD basis, the Open Molecules 2025 dataset).

Last column: Mulliken charge in e.
Atoms and positions in Å:
N1 -0.0279 -0.6588 0.4442  -0.055
C1 -0.1116 0.5759 -0.3996  0.208
C2 0.1508 1.9610 0.1674  -1.144
C3 0.6382 -1.8745 -0.1162  -0.737
C4 -2.6277 -0.2877 -0.1161  -0.354
C5 -1.3831 -0.1325 -0.0399  0.471
H1 1.0587 2.5452 -0.0421  0.362
H2 -0.5575 2.5946 -0.3032  0.351
H3 0.3077 -2.8545 0.2550  0.300
H4 -0.0898 1.8859 1.3100  0.276
H5 0.2358 0.2722 -1.5372  0.296
H6 1.6811 -1.7814 0.1647  0.347
H7 0.4529 -1.7827 -1.1660  0.334
H8 0.2723 -0.4627 1.3792  0.344

Properties
- E_LUMO: -6.47 eV
- Highest occupied orbital energy: -0.5832 hartree
- 2S+1: 1
- Largest force on an atom: 5.66 eV/Å
- ΔE to the lowest compared entry with this formula, charge and spin: 159.5 kcal per mole
- DFT total energy: -249.57094 hartree
- Total charge: +1